Version P
Molecular formula: C16H17N
Method: DFT, wB97M-V/def2-TZVPD

```
! wB97M-V def2-TZVPD RIJCOSX def2/J DEFGRID3
* xyz 1 2
C -1.79123 1.38560 -2.97485
C -1.72602 -0.61767 -1.34942
C -2.35616 0.47400 -1.94020
C -2.49628 -1.01122 -0.25262
C -3.48756 0.75471 -1.11763
C -0.52280 -1.27514 -1.68486
C -2.02540 -1.99826 0.57200
C -0.10228 -2.29822 -0.86746
C -0.83839 -2.65316 0.23508
N -3.54421 -0.09873 -0.12301
H 0.06671 -0.94744 -2.52248
H -1.94093 2.44111 -2.75842
H -2.30021 1.19056 -3.92098
H -4.21427 1.56426 -1.22692
H -4.34143 -0.19809 0.49450
H -2.54621 -2.19327 1.51757
H 0.79068 -2.83283 -1.16325
H -0.50083 -3.47034 0.85268
H -0.75301 1.14093 -3.18861
C 2.94695 -0.79543 2.93399
C 0.87615 1.10299 0.38419
C 1.73162 2.10443 -0.00641
C 1.24585 0.15705 1.33226
C 2.48484 0.25948 1.96395
C 3.00309 2.16433 0.55915
C 3.35145 1.26592 1.55162
H -0.15493 1.15750 0.05058
H 1.39965 2.89733 -0.67358
H 0.63383 -0.70168 1.53926
H 3.72155 2.88175 0.18985
H 2.06407 -1.31654 3.32702
H 3.44539 -0.35654 3.78481
H 4.31105 1.36523 2.04184
H 3.56926 -1.54263 2.44033
*
```

Computed properties:
<S²>: 0.774
LUMO energy (alpha / beta) (eV): -3.641 / -6.793
HOMO level (alpha / beta) (eV): -11.488 / -11.485
Kohn-Sham gap (alpha / beta) (eV): 7.85 / 4.69
Molecular weight (g mol⁻¹): 223.3

Mulliken atomic charge list, values in e, 5 entries: number 1, C, carries -1.398; number 2, C, carries 1.058; number 3, C, carries 0.787; number 4, C, carries -0.387; number 5, C, carries -0.515

---

Version Q
Molecular formula: C16H17N
Method: DFT, wB97M-V/def2-TZVPD

```
! wB97M-V def2-TZVPD RIJCOSX def2/J DEFGRID3
* xyz 1 2
C -1.54451 -0.25896 1.99431
C 0.84007 -2.37300 0.22537
C -0.48472 -1.93991 0.31394
C -0.49683 -1.15193 1.52974
C 0.72949 -1.35757 2.18154
C 1.26843 -3.06328 -0.88863
C 0.37165 -3.19124 -1.95063
C -1.41722 -2.08054 -0.71824
C -0.94803 -2.71787 -1.87415
N 1.53203 -2.12436 1.42253
H 2.53191 -2.22289 1.43178
H 2.19174 -3.60762 -1.04232
H 0.99474 -0.93432 3.13707
H 0.74107 -3.59701 -2.88284
H -2.31588 -1.51784 -0.93564
H -1.84302 0.38696 1.16273
H -1.25747 0.37082 2.83071
H -1.63892 -2.82451 -2.69848
H -2.50573 -0.77339 2.14825
C -0.74087 4.09083 0.55880
C 1.12771 0.72816 -1.32986
C 1.90775 1.65531 -0.71981
C -0.26969 0.85368 -1.30919
C 1.34156 2.80030 -0.10502
C -0.85171 1.93156 -0.66285
C -0.02665 2.90901 -0.03195
H 1.51924 -0.22745 -1.66351
H 2.92697 1.40464 -0.43741
H -0.87056 0.14899 -1.85240
H 1.96486 3.35304 0.58056
H -1.92785 1.95283 -0.54896
H -1.81584 4.08273 0.37811
H -0.33035 5.00056 0.11769
H -0.70336 4.29428 1.63874
*
```

Computed properties:
<S²>: 0.769
LUMO energy (alpha / beta) (eV): -3.572 / -6.857
HOMO level (alpha / beta) (eV): -11.855 / -11.852
Kohn-Sham gap (alpha / beta) (eV): 8.28 / 4.99
Molecular weight (g mol⁻¹): 223.3

Mulliken atomic charge list, values in e, 5 entries: number 1, C, carries -0.938; number 2, C, carries -0.133; number 3, C, carries 0.939; number 4, C, carries 0.970; number 5, C, carries -0.813

---

Which structure is the least stable? The one labeled version Q.

---

Version P
Molecular formula: C14H44N4O14
Method: DFT, wB97M-V/def2-TZVPD

```
! wB97M-V def2-TZVPD RIJCOSX def2/J DEFGRID3
* xyz 0 1
C 23.16017 -7.32481 -15.10554
O 22.37974 -6.48873 -15.46084
N 22.78004 -8.61699 -14.89242
N 24.38884 -7.05862 -14.71049
H 23.54668 -9.26365 -14.77336
H 21.83046 -8.96093 -14.88358
H 24.59201 -6.07111 -14.77087
H 25.03261 -7.79432 -14.45672
C 25.86815 -23.39438 -11.95255
O 26.10599 -22.26814 -12.34414
N 26.03970 -24.42490 -12.71867
N 25.48277 -23.63446 -10.72537
H 25.58281 -25.18722 -12.23886
H 26.43879 -24.31935 -13.64045
H 25.07024 -24.53733 -10.53899
H 25.14976 -22.81600 -10.23618
C 25.71208 -14.97536 -4.76853
C 25.72198 -13.49472 -4.89043
O 24.90318 -12.74868 -3.95880
O 25.07907 -15.46356 -5.93742
H 25.19385 -15.25103 -3.85008
H 26.67757 -15.47670 -4.70082
H 25.14818 -13.13671 -5.74524
H 26.73205 -13.09310 -4.80932
H 25.38111 -11.94805 -3.73035
H 25.05629 -16.42318 -5.95194
C 12.03062 -13.94679 -11.53460
C 12.42742 -15.13764 -10.79417
O 13.45527 -15.82767 -11.41281
O 11.11309 -13.13466 -10.83036
H 11.70802 -14.29029 -12.51748
H 12.88222 -13.29627 -11.73389
H 11.51200 -15.70476 -10.62536
H 12.79434 -14.90629 -9.79420
H 14.18003 -15.54562 -10.84997
H 10.79181 -12.39653 -11.35338
C 22.11433 -17.96119 -12.78467
C 22.66983 -16.57599 -12.13626
O 22.07572 -15.55759 -12.95516
O 20.73019 -17.88940 -12.97632
H 22.37885 -18.60129 -11.94300
H 22.56892 -18.12507 -13.76170
H 23.75243 -16.49776 -12.23609
H 22.41488 -16.55690 -11.07667
H 21.31097 -15.98694 -13.34556
H 20.42610 -17.62872 -12.10386
C 28.03572 -10.55061 -10.96057
C 27.99778 -9.23750 -10.10082
O 29.14294 -8.43562 -10.46109
O 27.66158 -10.44952 -12.33466
H 27.40437 -11.31731 -10.51148
H 29.06838 -10.88414 -10.85822
H 28.12799 -9.41420 -9.03314
H 27.07631 -8.65757 -10.04911
H 29.84301 -9.00030 -10.79670
H 27.81049 -11.32425 -12.70111
C 25.20862 -15.57219 -18.82357
C 26.06913 -14.29296 -18.58145
O 26.14807 -13.67195 -19.85535
O 25.89519 -16.48323 -19.60094
H 24.22727 -15.49550 -19.29172
H 25.12613 -15.89790 -17.78665
H 27.08326 -14.46564 -18.22116
H 25.46469 -13.86714 -17.78055
H 26.65047 -12.85779 -19.77576
H 26.61524 -16.01772 -20.03272
C 18.32416 -17.09462 -7.36204
C 17.49573 -18.32568 -7.27761
O 18.10206 -19.10380 -6.26289
O 17.89109 -16.39963 -8.48075
H 19.40378 -17.23980 -7.32423
H 18.19825 -16.48767 -6.46544
H 17.45741 -18.81234 -8.25217
H 16.43605 -18.09685 -7.16449
H 18.01993 -20.02785 -6.50986
H 18.32511 -15.54337 -8.47371
*
```

Computed properties:
LUMO energy (eV): 0.088
HOMO level (eV): -9.711
SMILES: NC(N)=O.NC(N)=O.OCCO.OCCO.OCCO.OCCO.OCCO.OCCO
Kohn-Sham gap (eV): 9.80
Molecular weight (g mol⁻¹): 492.5

Mulliken atomic charge list, values in e, 5 entries: number 1, C, carries 0.645; number 2, O, carries -0.616; number 3, N, carries -0.375; number 4, N, carries -0.382; number 5, H, carries 0.148

---

Version Q
Molecular formula: C14H44N4O14
Method: DFT, wB97M-V/def2-TZVPD

```
! wB97M-V def2-TZVPD RIJCOSX def2/J DEFGRID3
* xyz 0 1
C 26.94370 -1.79866 -24.74750
C 27.03866 -2.60269 -23.38979
O 27.81022 -1.85289 -22.49473
O 28.22213 -1.69620 -25.33829
H 26.38995 -0.86003 -24.72649
H 26.24590 -2.36837 -25.36119
H 27.52523 -3.57506 -23.46623
H 25.99583 -2.73261 -23.10042
H 28.23728 -2.44594 -21.87224
H 28.94336 -1.69073 -24.70473
C 27.64599 -6.05829 -24.56188
C 27.73186 -5.65010 -26.06545
O 26.88948 -4.48726 -26.16004
O 26.30025 -6.36616 -24.09154
H 28.01566 -5.30054 -23.87103
H 28.32799 -6.90050 -24.44502
H 27.18432 -6.48733 -26.49828
H 28.78783 -5.58593 -26.32794
H 26.15684 -4.54617 -25.54249
H 26.13521 -7.27100 -24.36653
C 30.58999 -1.51233 -24.47408
C 30.49908 -0.00425 -24.57112
O 29.16347 0.31957 -24.79344
O 30.26355 -1.92439 -23.14507
H 31.61023 -1.77879 -24.75013
H 29.80333 -1.91590 -25.11157
H 31.07664 0.50549 -25.34229
H 30.79763 0.42571 -23.61504
H 28.60535 -0.07067 -24.11681
H 30.47371 -2.84703 -22.98330
C 31.36546 -2.52014 -29.95121
C 30.62384 -3.24597 -28.86003
O 31.53530 -4.41603 -28.54977
O 32.57807 -1.89852 -29.65021
H 30.76144 -1.67642 -30.28501
H 31.59664 -3.17311 -30.79281
H 29.65441 -3.54831 -29.25614
H 30.46800 -2.51181 -28.06958
H 31.82655 -4.91873 -29.31401
H 32.28012 -1.00333 -29.82761
C 34.58955 -3.21474 -28.22663
C 33.83543 -3.77593 -27.01100
O 34.59569 -3.54616 -25.84440
O 33.97556 -1.95695 -28.40131
H 34.47099 -3.93302 -29.03787
H 35.65283 -3.15731 -27.99372
H 33.72721 -4.84326 -27.20387
H 32.87039 -3.30675 -26.81953
H 34.75115 -2.60717 -25.71902
H 33.03526 -1.99557 -28.59090
C 33.86583 -6.69011 -24.11804
C 32.96023 -5.59372 -24.86502
O 32.38020 -4.75618 -23.93535
O 35.22057 -6.35744 -24.07219
H 33.81638 -7.60965 -24.70121
H 33.46406 -6.90903 -23.12871
H 32.29259 -6.18727 -25.48958
H 33.59356 -5.05819 -25.57227
H 33.12859 -4.39182 -23.45707
H 35.30593 -5.41054 -24.20520
C 29.11644 -5.27024 -21.96684
O 28.39434 -4.30111 -21.93342
N 29.11677 -6.14306 -21.01307
N 30.18677 -5.36800 -22.75180
H 29.66650 -6.98784 -21.07824
H 28.38402 -6.02811 -20.32753
H 30.05801 -4.69946 -23.49784
H 30.58037 -6.29469 -22.83196
C 30.34139 -3.90851 -25.77123
O 30.29589 -3.93212 -24.49097
N 31.42548 -3.95027 -26.54618
N 29.29876 -3.78760 -26.54403
H 31.33799 -4.01881 -27.55005
H 32.30614 -4.09168 -26.07232
H 28.37752 -3.54866 -26.20591
H 29.44284 -3.45342 -27.48619
*
```

Computed properties:
LUMO energy (eV): -0.384
HOMO level (eV): -8.303
Kohn-Sham gap (eV): 7.92
Molecular weight (g mol⁻¹): 492.5

Mulliken atomic charge list, values in e, 5 entries: number 1, C, carries -0.807; number 2, C, carries -0.246; number 3, O, carries -0.590; number 4, O, carries -0.623; number 5, H, carries 0.364

---

Which structure is the least stable? The one labeled version Q.

---

Version P
Molecular formula: CH4O2S2
Method: DFT, wB97M-V/def2-TZVPD

```
! wB97M-V def2-TZVPD RIJCOSX def2/J DEFGRID3
* xyz 0 1
S 1.16858 -0.81938 0.30534
S 2.12428 0.83187 -0.84721
H 0.78857 -0.50329 -1.00107
H 3.39717 1.05641 -0.42762
O -2.07710 0.18404 -0.90093
C -1.89213 -0.19007 0.21790
O -1.33392 0.61162 1.18798
H -1.87112 -1.27759 0.44785
H -0.30432 0.10638 1.01775
*
```

Computed properties:
LUMO energy (eV): -1.501
HOMO level (eV): -9.882
SMILES: O=CO.SS
Kohn-Sham gap (eV): 8.38
Molecular weight (g mol⁻¹): 112.2

Mulliken atomic charge list, values in e, 5 entries: number 1, S, carries -0.278; number 2, S, carries -0.151; number 3, H, carries 0.318; number 4, H, carries 0.179; number 5, O, carries -0.432

---

Version Q
Molecular formula: CH4O2S2
Method: DFT, wB97M-V/def2-TZVPD

```
! wB97M-V def2-TZVPD RIJCOSX def2/J DEFGRID3
* xyz 0 1
C 0.50706 0.22966 -0.50286
O -1.82860 -1.58051 -0.39715
O -1.14175 0.81408 -0.10717
S -3.83989 0.42632 -0.14890
S -2.15379 -0.32120 0.27869
H 0.12370 -0.54874 -1.11274
H 0.92995 0.30201 0.48248
H 0.77333 1.08289 -0.99582
H -1.66855 -0.35546 1.73142
*
```

Computed properties:
LUMO energy (eV): -0.031
HOMO level (eV): -9.347
Kohn-Sham gap (eV): 9.32
Molecular weight (g mol⁻¹): 112.2

Mulliken atomic charge list, values in e, 5 entries: number 1, C, carries -0.455; number 2, O, carries -0.557; number 3, O, carries -0.417; number 4, S, carries -0.282; number 5, S, carries 0.681

---

Which structure is the least stable? The one labeled version Q.